Entry from the OMol25 dataset: a structure of composition C13H14FN2OOs (ωB97M-V/def2-TZVPD).

Geometry as XYZ:
```
32
Properties=species:S:1:pos:R:3:forces:R:3
Os -1.592 -0.662 -0.454 -0.10 -0.01 -0.10
F -1.409 -1.036 -2.261 0.04 0.00 0.03
O 5.224 0.742 0.166 -0.14 -0.02 0.00
N 0.495 -0.260 -0.493 0.06 0.05 -0.01
N 5.325 0.403 -2.057 -0.07 0.01 -0.06
C -3.639 -1.628 0.059 0.05 0.09 0.08
C 4.663 0.467 -0.947 0.26 0.04 0.01
C -3.876 -0.270 -0.324 0.02 -0.08 -0.03
C -3.368 0.800 0.439 0.03 0.02 0.05
C 2.394 1.139 -0.134 0.06 0.04 0.00
C 1.275 -1.158 -1.126 0.03 0.01 0.00
C 3.188 0.212 -0.800 -0.05 -0.02 0.02
C -2.171 -0.826 1.811 -0.07 -0.30 -0.06
C 2.635 -0.961 -1.294 -0.04 -0.02 0.01
C -2.436 0.543 1.468 -0.08 0.09 -0.06
C 1.044 0.871 -0.011 -0.04 -0.05 -0.02
C -1.827 1.652 2.265 -0.03 0.00 0.03
C -2.868 -1.896 1.208 0.07 0.20 0.05
H 2.796 2.060 0.269 -0.01 0.00 0.00
H -3.615 1.821 0.169 0.01 0.00 -0.01
H -1.475 -1.028 2.618 -0.01 -0.03 0.00
H 3.220 -1.725 -1.790 0.01 0.01 0.00
H 0.798 -2.046 -1.519 0.01 0.00 0.00
H 6.333 0.557 -2.083 0.00 0.00 0.02
H -4.475 -0.070 -1.206 -0.02 -0.01 0.01
H -1.740 2.573 1.690 0.00 0.00 -0.01
H -0.864 1.373 2.691 0.00 -0.01 0.00
H 0.385 1.575 0.479 0.00 0.00 0.00
H -4.075 -2.435 -0.518 -0.01 0.01 -0.01
H -2.496 1.860 3.106 0.01 0.00 0.01
H -2.700 -2.918 1.529 0.00 0.01 0.04
H 4.853 0.273 -2.946 -0.01 -0.01 0.01
```
Positions in Å, forces in eV/Å.

Computed properties:
Gap between HOMO and LUMO (alpha / beta) in hartree: 0.312 / 0.242
Spin multiplicity: 5
Net charge: +3
<S²>: 6.0199
HOMO energy (alpha / beta) in eV: -19.642 / -20.679

Results of the Löwdin charge analysis, in e, for atoms 1 through 5:
1 Os 1.716
2 F -0.382
3 O 0.393
4 N -0.110
5 N 0.330